# 1
86
Properties=species:S:1:pos:R:3:lowdin_spin:R:1 method="wB97M-V/def2-TZVPD" max_force_ha_per_bohr=0.0133 charge=+1 mol_weight_da=976.6 e_homo_ev="-9.4188 / -9.8470" multiplicity=4
W 0.20 0.21 -0.35 2.419
C 2.95 -2.14 -1.43 0.004
C 1.91 -2.57 -0.46 0.015
C 1.91 -3.76 0.26 0.005
C 0.77 -3.74 1.03 0.017
N 0.12 -2.60 0.78 0.015
N 0.80 -1.87 -0.15 0.017
B -1.28 -2.15 1.27 0.006
N -1.24 -0.82 2.11 0.018
C -2.05 -0.63 3.16 0.019
C -2.46 0.68 3.18 0.005
C -1.87 1.27 2.06 0.019
C -2.20 2.64 1.56 0.002
N -1.09 0.37 1.44 0.025
N -2.13 -1.82 -0.03 0.006
C -3.27 -2.32 -0.54 0.018
C -3.60 -1.63 -1.69 0.003
C -2.59 -0.68 -1.84 0.024
C -2.47 0.39 -2.88 0.010
N -1.71 -0.81 -0.85 0.020
N -1.82 -3.25 2.17 0.000
C -2.86 -4.12 2.18 0.000
C -2.80 -4.85 3.33 0.000
C -1.66 -4.37 4.00 0.000
C -1.10 -4.80 5.32 0.000
N -1.08 -3.41 3.31 0.000
H 2.65 -2.35 -2.46 0.001
H 3.87 -2.70 -1.24 0.000
H 3.18 -1.08 -1.33 0.002
H 2.66 -4.54 0.22 0.000
H 0.38 -4.44 1.74 0.001
H -2.29 -1.45 3.82 0.001
H -3.11 1.15 3.89 0.000
H -3.20 2.89 1.91 0.000
H -2.18 2.68 0.48 0.001
H -1.51 3.40 1.94 0.001
H -3.79 -3.13 -0.07 0.001
H -4.46 -1.79 -2.31 0.000
H -3.41 0.93 -2.96 0.001
H -2.25 -0.04 -3.86 0.001
H -1.69 1.10 -2.63 0.006
H -3.58 -4.19 1.39 0.000
H -3.48 -5.63 3.64 0.000
H -0.87 -5.87 5.31 0.000
H -1.81 -4.63 6.12 0.000
H -0.19 -4.25 5.53 0.000
S 7.49 -0.41 2.46 0.004
As 5.65 -1.04 1.92 0.000
S 2.50 -0.28 2.17 0.028
S 2.48 0.83 0.40 0.074
S 4.27 0.35 3.01 0.003
C 1.01 2.96 2.27 0.005
N 0.82 4.09 1.37 0.011
C 0.74 5.38 2.06 0.001
C 0.73 4.01 0.03 0.020
S 0.06 2.71 -0.90 0.049
N 1.13 5.08 -0.68 0.013
C 2.30 5.87 -0.26 0.001
C 0.70 5.34 -2.05 0.002
H 2.05 2.92 2.60 0.002
H 0.78 2.03 1.77 0.004
H 0.36 3.09 3.14 0.000
H 0.03 5.26 2.88 0.000
H 0.37 6.15 1.39 0.000
H 1.70 5.68 2.48 0.000
H 2.85 5.34 0.50 0.000
H 2.02 6.86 0.10 0.000
H 2.94 5.98 -1.13 0.000
H -0.29 4.95 -2.22 0.000
H 1.39 4.89 -2.76 0.000
H 0.69 6.42 -2.19 0.000
N -0.81 -3.07 -4.74 0.000
C 0.10 -2.26 -5.33 -0.001
O 0.46 -2.40 -6.48 -0.001
C 0.67 -1.13 -4.50 -0.002
C 1.47 -0.20 -5.14 0.023
C 2.01 0.84 -4.40 -0.002
C 1.72 0.92 -3.05 0.025
N 0.93 0.04 -2.43 0.026
C 0.44 -0.99 -3.15 0.026
H -1.18 -3.82 -5.30 0.000
H -1.16 -2.94 -3.81 0.000
H 1.66 -0.31 -6.20 0.001
H 2.66 1.58 -4.85 -0.001
H 2.13 1.71 -2.43 0.002
H -0.15 -1.70 -2.59 0.002

---

# 2
15
Properties=species:S:1:pos:R:3:nbo_charge:R:1 method="wB97M-V/def2-TZVPD" max_force_ha_per_bohr=0.0234 charge=0 smiles=Cc1cc(N)c[nH]1 mol_weight_da=96.1 e_homo_ev=-7.3857
C -0.82 -1.41 -1.72 -0.640
C -0.43 -0.49 -0.62 0.167
C 0.47 0.55 -0.58 -0.358
C 0.63 0.92 0.79 0.119
N 1.52 1.92 1.23 -0.807
C -0.16 0.08 1.54 -0.203
N -0.82 -0.74 0.64 -0.512
H -1.90 -1.47 -1.86 0.215
H -0.35 -1.11 -2.66 0.227
H -0.46 -2.43 -1.48 0.219
H 1.05 0.94 -1.41 0.217
H 1.30 2.27 2.16 0.372
H 1.54 2.71 0.60 0.370
H 0.06 -0.44 2.46 0.209
H -1.62 -1.30 0.91 0.405

---

# 3
12
Properties=species:S:1:pos:R:3:nbo_charge:R:1 method="wB97M-V/def2-TZVPD" max_force_ha_per_bohr=0.0957 charge=0 mol_weight_da=119.1 e_homo_ev=-8.7824
C -1.57 0.77 -0.54 0.805
C 1.18 -0.10 0.02 -0.148
N 1.67 -0.32 -1.25 -0.783
N -1.60 -1.25 0.85 -0.630
N -1.94 -0.11 0.14 -0.391
O -1.40 1.71 -1.18 -0.545
S 1.77 1.31 0.85 0.046
H 1.33 -1.08 -1.78 0.405
H 2.43 0.33 -1.66 0.372
H -2.12 -1.31 1.68 0.355
H -0.57 -1.11 1.16 0.382
H 0.82 1.17 1.70 0.133

---

# 4
13
Properties=species:S:1:pos:R:3:nbo_charge:R:1 method="wB97M-V/def2-TZVPD" max_force_ha_per_bohr=0.0834 charge=0 mol_weight_da=105.2 e_homo_ev=-8.6621
C 1.56 0.18 0.49 -0.629
C 0.75 0.00 -0.67 -0.203
C -1.49 -0.86 -0.19 0.504
H 2.50 -0.31 0.33 0.221
H 1.05 -0.45 1.24 0.209
H 1.50 1.19 0.88 0.230
H 0.81 -1.07 -0.91 0.198
H 1.00 0.61 -1.63 0.205
H -2.25 1.19 1.22 0.185
H -0.85 -1.80 -0.44 0.131
N -0.67 0.23 -0.32 -0.607
O -2.67 -0.69 0.15 -0.602
S -1.24 1.78 -0.16 0.158

---

# 5
29
Properties=species:S:1:pos:R:3:nbo_charge:R:1 method="wB97M-V/def2-TZVPD" max_force_ha_per_bohr=0.0742 charge=0 mol_weight_da=215.2 e_homo_ev="-8.4550 / -7.8097"
C 3.89 -1.12 -0.37 -0.193
C 3.41 -2.41 0.01 -0.207
C 3.00 -0.10 -0.36 -0.231
C -1.87 2.27 -2.65 -0.161
C -2.36 3.21 -1.75 -0.262
C 2.10 -2.57 0.33 -0.214
C 1.63 -0.31 -0.27 -0.184
C -1.46 1.05 -2.23 -0.356
C -2.21 2.93 -0.35 0.035
C 1.17 -1.54 0.22 -0.398
C -1.41 0.77 -0.87 0.246
C -2.16 -0.85 2.59 -0.635
C -0.73 -1.10 2.10 -0.735
N -1.74 1.71 0.07 -0.506
P -0.59 -1.85 0.40 0.739
H 4.99 -1.05 -0.49 0.218
H 4.08 -3.21 -0.04 0.209
H 3.20 0.78 -0.87 0.206
H -1.61 2.59 -3.68 0.221
H -2.59 4.17 -2.04 0.213
H 1.75 -3.59 0.52 0.214
H 0.96 0.42 -0.78 0.232
H -1.10 0.42 -2.93 0.217
H -2.30 3.72 0.45 0.208
H -2.93 -1.68 2.54 0.216
H -2.12 -0.54 3.71 0.216
H -2.67 -0.04 1.89 0.234
H -0.23 -1.76 2.84 0.228
H -0.08 -0.33 2.00 0.229

---

# 6
18
Properties=species:S:1:pos:R:3:nbo_charge:R:1 method="wB97M-V/def2-TZVPD" max_force_ha_per_bohr=0.0212 charge=0 smiles="N[C@@H](CS)CNC=O" mol_weight_da=134.2 e_homo_ev=-9.3858
N -1.90 -1.27 -0.25 -0.826
C -0.79 -0.36 -0.46 -0.082
C -1.29 1.00 -0.96 -0.509
S -0.32 1.63 -2.38 -0.049
C 0.14 -0.20 0.76 -0.239
N 1.54 -0.28 0.36 -0.623
C 2.48 -0.41 1.30 0.528
O 2.24 -0.43 2.49 -0.609
H -2.60 -0.92 0.38 0.355
H -1.59 -2.16 0.15 0.364
H -0.13 -0.82 -1.20 0.195
H -2.27 0.87 -1.39 0.237
H -1.27 1.75 -0.18 0.224
H 0.57 2.37 -1.70 0.118
H -0.03 -0.99 1.49 0.217
H -0.03 0.73 1.30 0.189
H 1.78 0.01 -0.58 0.400
H 3.49 -0.54 0.86 0.109

---

# 7
17
Properties=species:S:1:pos:R:3:nbo_charge:R:1 method="wB97M-V/def2-TZVPD" max_force_ha_per_bohr=0.0248 charge=-1 mol_weight_da=107.1 e_homo_ev=-5.5121
O -0.56 -0.71 0.47 -1.252
H -0.99 -0.61 1.32 0.445
O 1.01 -1.44 -1.30 -1.042
H 0.52 -2.20 -1.61 0.451
H 0.41 -1.05 -0.53 0.520
O 2.05 -0.59 1.79 -0.986
H 2.41 -1.38 1.38 0.457
H 1.22 -0.51 1.28 0.506
O -2.73 0.27 -0.50 -1.048
H -2.94 1.18 -0.65 0.448
H -1.84 0.02 -0.06 0.515
O -0.59 2.28 2.89 -0.953
H -0.77 1.35 3.00 0.477
H -0.89 2.56 2.03 0.475
O 1.37 0.65 -3.21 -0.972
H 1.42 -0.09 -3.83 0.453
H 0.91 0.26 -2.45 0.507

---

# 8
108
Properties=species:S:1:pos:R:3:mulliken_charge:R:1 method="wB97M-V/def2-TZVPD" max_force_ha_per_bohr=0.3493 charge=0 smiles="COC(=O)OC.COC(=O)OC.COC(=O)OC.COC(=O)OC.COC(=O)OC.COC(=O)OC.COC(=O)OC.COC(=O)OC.COC(=O)OC" mol_weight_da=810.7 e_homo_ev=-9.7434
C -0.73 5.14 2.67 -0.436
O -1.20 4.87 4.04 -0.300
C -0.39 4.14 4.88 0.781
O 0.43 3.41 4.31 -0.523
O -0.73 4.10 6.17 -0.345
C -0.04 3.30 7.05 -0.950
H -0.68 4.15 2.14 0.104
H 0.33 5.46 2.37 0.260
H -1.25 5.99 2.01 0.282
H 0.77 3.71 7.53 0.383
H 0.02 2.34 6.75 0.372
H -0.47 3.16 7.98 0.372
C 5.36 -1.93 0.73 -0.713
O 4.29 -1.98 1.64 -0.111
C 4.46 -1.52 2.96 0.628
O 5.54 -1.18 3.44 -0.621
O 3.24 -1.40 3.55 -0.058
C 3.24 -1.07 4.93 -0.859
H 6.08 -2.56 1.11 0.428
H 5.87 -0.95 0.62 0.159
H 4.97 -2.39 -0.27 0.203
H 2.44 -1.65 5.41 0.238
H 3.24 -0.01 4.95 0.365
H 4.27 -1.35 5.41 0.311
C -4.00 -5.92 -0.68 -1.012
O -3.56 -5.28 -1.80 -0.294
C -2.53 -4.58 -1.67 0.798
O -1.58 -4.56 -0.84 -0.608
O -2.57 -3.49 -2.60 -0.340
C -1.47 -2.65 -2.73 -0.063
H -4.04 -5.30 0.16 0.336
H -3.36 -6.49 -0.43 0.612
H -5.00 -6.44 -0.93 0.211
H -1.23 -2.28 -1.68 0.111
H -1.83 -1.91 -3.46 -0.109
H -0.67 -3.35 -3.06 0.302
C 4.09 3.92 -0.09 -0.811
O 4.97 3.60 1.06 -0.299
C 5.81 2.58 0.80 0.875
O 5.61 1.71 -0.12 -0.593
O 6.84 2.47 1.71 -0.346
C 7.60 1.40 1.69 -0.404
H 4.41 4.71 -0.83 0.298
H 3.14 4.41 0.42 0.218
H 3.57 3.20 -0.55 0.457
H 8.46 1.64 2.32 0.253
H 8.27 0.98 0.76 0.236
H 7.01 0.67 2.24 0.138
C 2.41 -7.36 2.20 -0.678
O 2.12 -6.04 2.75 -0.352
C 2.00 -5.03 1.96 0.862
O 2.45 -5.04 0.81 -0.603
O 1.33 -4.00 2.52 -0.331
C 0.60 -3.04 1.69 -1.039
H 1.40 -7.55 1.49 0.232
H 2.27 -8.03 2.92 0.323
H 3.30 -7.53 1.73 0.288
H 1.27 -2.33 1.41 0.403
H 0.03 -2.40 2.17 0.818
H 0.06 -3.58 0.79 0.134
C -3.52 -2.84 2.56 -0.198
O -4.05 -1.48 2.32 -0.378
C -3.17 -0.56 1.84 0.594
O -2.03 -0.90 1.62 -0.379
O -3.83 0.60 1.47 -0.347
C -3.20 1.66 0.93 -0.286
H -4.47 -3.41 2.88 0.255
H -2.68 -2.94 3.43 0.219
H -2.94 -3.31 1.67 -0.045
H -2.26 1.90 1.45 0.308
H -3.80 2.58 1.00 0.229
H -2.89 1.49 -0.02 0.060
C -4.70 0.27 -5.01 -0.830
O -5.65 1.02 -4.30 -0.413
C -5.34 1.65 -3.16 0.725
O -4.25 1.52 -2.56 -0.486
O -6.36 2.19 -2.51 -0.352
C -6.14 2.57 -1.17 -0.370
H -5.20 -0.22 -5.77 0.340
H -4.24 -0.39 -4.32 0.253
H -4.22 0.95 -5.31 0.501
H -5.49 3.45 -1.16 0.269
H -5.56 1.69 -0.64 0.126
H -7.20 2.90 -0.75 0.221
C -0.90 4.41 -7.11 -0.730
O -1.14 3.19 -6.48 -0.206
C -0.31 2.14 -6.71 0.667
O 0.65 2.09 -7.47 -0.555
O -0.75 0.88 -6.04 -0.191
C -0.05 -0.34 -6.49 -1.058
H 0.11 4.63 -7.18 0.338
H -1.58 5.00 -6.61 0.245
H -1.40 4.32 -8.14 0.295
H 1.00 -0.22 -6.16 0.333
H -0.07 -0.40 -7.33 0.634
H -0.39 -1.28 -6.01 0.250
C 1.51 1.13 1.49 0.374
O 0.81 0.56 0.35 0.022
C 0.01 1.36 -0.57 0.576
O -0.54 2.45 -0.22 -0.605
O -0.34 0.66 -1.63 -0.233
C -1.05 1.31 -2.71 -0.263
H 2.21 0.41 2.06 -0.267
H 0.69 1.83 1.91 0.244
H 2.37 1.85 1.25 -0.322
H -1.51 0.61 -3.37 0.113
H -0.47 2.00 -3.42 0.212
H -1.92 2.17 -2.35 0.120

---

# 9
81
Properties=species:S:1:pos:R:3:mulliken_charge:R:1 method="wB97M-V/def2-TZVPD" max_force_ha_per_bohr=0.0152 charge=+3 mol_weight_da=559.5 e_homo_ev=-17.2102
Ti 0.05 0.07 0.45 0.354
C -2.45 0.04 -1.03 -0.995
N -1.75 -0.84 -0.04 0.861
C -1.73 -2.25 -0.55 -1.224
C -2.32 -0.79 1.32 0.562
C -3.69 -0.73 1.54 -0.568
C -4.14 -0.78 2.85 -0.933
C -3.25 -0.86 3.91 -1.136
C -1.88 -0.89 3.70 -0.709
C -1.41 -0.89 2.39 0.070
N -0.04 -0.87 1.99 1.598
C 1.14 -1.54 2.44 0.175
C 1.32 -2.16 3.66 -1.163
C 2.56 -2.71 3.95 -0.911
C 3.60 -2.63 3.04 -0.972
C 3.42 -2.02 1.80 -0.762
C 2.18 -1.49 1.51 1.051
N 1.85 -0.92 0.18 1.078
C 2.86 0.06 -0.35 -1.016
C 1.67 -2.03 -0.82 -1.103
H -3.45 -0.33 -1.23 0.455
H -2.50 1.06 -0.65 0.335
H -1.89 0.01 -1.97 0.356
H -2.76 -2.59 -0.64 0.356
H -1.25 -2.28 -1.52 0.444
H -1.20 -2.88 0.17 0.365
H -4.39 -0.67 0.72 0.503
H -5.21 -0.77 3.04 0.493
H -3.62 -0.90 4.93 0.492
H -1.20 -0.91 4.54 0.463
H 0.52 -2.23 4.39 0.474
H 2.72 -3.21 4.89 0.496
H 4.57 -3.06 3.28 0.489
H 4.23 -2.00 1.08 0.490
H 3.82 -0.46 -0.48 0.463
H 2.53 0.43 -1.31 0.440
H 2.98 0.88 0.36 0.241
H 2.65 -2.43 -1.07 0.456
H 1.06 -2.81 -0.39 0.390
H 1.22 -1.63 -1.74 0.340
O 0.28 1.87 0.46 -1.478
P 0.13 3.14 1.48 -1.393
N -1.22 2.87 2.33 0.955
C -2.58 2.96 1.71 -0.330
C -3.38 3.78 2.71 -0.771
C -2.81 3.32 4.04 -0.625
C -1.31 3.23 3.79 -0.341
N 0.02 4.43 0.55 0.488
C 1.04 4.78 -0.47 -0.425
C 1.30 6.26 -0.22 -0.670
C -0.08 6.80 0.15 -0.770
C -0.77 5.65 0.91 -0.303
N 1.44 3.10 2.40 1.020
C 1.92 1.90 3.13 0.705
C 3.06 2.43 3.99 -0.639
C 2.64 3.87 4.29 -0.821
C 2.09 4.34 2.95 -0.332
H -2.99 1.95 1.62 -0.207
H -2.51 3.40 0.72 0.532
H -4.45 3.60 2.62 0.420
H -3.21 4.84 2.56 0.263
H -3.20 2.33 4.30 0.190
H -3.04 3.99 4.87 0.454
H -0.82 2.47 4.40 0.126
H -0.82 4.19 3.97 0.330
H 0.61 4.61 -1.46 0.372
H 1.92 4.15 -0.36 0.287
H 1.72 6.75 -1.09 0.440
H 2.01 6.38 0.60 0.179
H -0.65 7.04 -0.74 0.364
H -0.02 7.70 0.76 0.388
H -1.80 5.53 0.58 0.231
H -0.77 5.81 1.99 0.334
H 2.26 1.13 2.43 -0.878
H 1.12 1.48 3.74 0.001
H 4.00 2.42 3.43 0.332
H 3.21 1.83 4.89 0.418
H 3.47 4.49 4.62 0.445
H 1.87 3.89 5.05 0.255
H 2.88 4.66 2.27 0.377
H 1.36 5.14 3.04 0.284

---

# 10
61
Properties=species:S:1:pos:R:3:nbo_charge:R:1 method="wB97M-V/def2-TZVPD" max_force_ha_per_bohr=0.0485 charge=+1 mol_weight_da=471.5 e_homo_ev=-10.3294
C 3.54 4.52 2.66 -0.212
C 2.48 3.70 3.04 -0.196
C 2.16 2.56 2.30 -0.214
C 2.83 2.30 1.10 -0.057
C 2.46 1.08 0.27 -0.226
N 1.82 1.37 -1.01 -0.434
C 2.39 0.91 -2.27 -0.228
C 1.23 1.11 -3.24 -0.251
N 0.04 1.33 -2.38 -0.529
C 0.49 1.67 -1.20 0.446
C -0.24 2.39 -0.13 -0.122
C -1.22 1.73 0.60 -0.152
C -1.88 2.39 1.64 -0.224
C -1.55 3.71 1.94 -0.206
C -0.61 4.40 1.15 -0.195
C 0.04 3.75 0.11 -0.163
C 3.90 3.11 0.71 -0.159
C 4.26 4.22 1.49 -0.219
H 3.82 5.38 3.26 0.224
H 1.90 3.93 3.93 0.217
H 1.37 1.88 2.62 0.211
H 3.37 0.52 0.01 0.221
H 1.81 0.42 0.87 0.191
H 3.25 1.53 -2.52 0.207
H 2.67 -0.15 -2.20 0.179
H 1.43 2.01 -3.85 0.202
H 1.08 0.27 -3.92 0.195
H -1.44 0.70 0.31 0.184
H -2.65 1.87 2.21 0.209
H -2.03 4.21 2.78 0.224
H -0.39 5.45 1.36 0.230
H 0.77 4.27 -0.52 0.233
H 4.45 2.85 -0.20 0.205
H 5.10 4.83 1.19 0.222
F 1.02 -6.99 -1.81 -0.310
C 0.02 -6.71 -2.71 0.960
F 0.60 -6.70 -3.95 -0.304
F -0.85 -7.77 -2.67 -0.308
C -0.66 -5.42 -2.37 -0.005
C -0.84 -4.38 -3.30 -0.212
C -1.26 -3.14 -2.86 -0.077
C -1.56 -2.92 -1.47 -0.097
C -1.89 -1.64 -0.97 0.167
C -2.31 -1.45 0.39 -0.180
C -3.53 -0.76 0.63 -0.134
C -4.06 -0.65 1.91 -0.202
C -3.33 -1.10 3.02 -0.146
C -2.06 -1.68 2.81 -0.156
C -1.57 -1.89 1.53 -0.182
C -1.55 -4.07 -0.61 -0.104
C -1.09 -5.30 -1.05 -0.197
H -0.65 -4.57 -4.35 0.266
H -1.35 -2.29 -3.55 0.247
H -1.97 -0.81 -1.67 0.262
H -4.05 -0.33 -0.22 0.238
H -5.05 -0.19 2.06 0.246
H -3.73 -0.97 4.03 0.243
H -1.47 -1.99 3.68 0.234
H -0.59 -2.36 1.38 0.235
H -1.85 -3.98 0.43 0.245
H -1.07 -6.16 -0.39 0.261

---

# 11
20
Properties=species:S:1:pos:R:3:nbo_charge:R:1 method="wB97M-V/def2-TZVPD" max_force_ha_per_bohr=0.1036 charge=0 mol_weight_da=207.6 e_homo_ev="-6.2563 / -9.6833" multiplicity=3
C 0.85 -1.67 0.32 -0.328
C 1.51 -0.95 -0.57 0.291
C 1.00 0.39 -0.96 0.267
C 0.95 1.31 0.29 -0.578
C -0.55 -1.39 0.61 -0.070
C -0.20 1.11 1.23 0.186
N 0.75 0.69 -2.17 -0.588
N -1.42 -1.07 -0.34 -0.792
N 0.25 1.01 2.59 0.426
O 1.43 0.86 2.81 -0.396
O -0.61 1.09 3.45 -0.395
F 2.80 -1.27 -0.84 -0.318
Cl -1.82 1.48 1.00 0.146
H 1.39 -2.52 0.92 0.243
H 1.83 1.20 0.86 0.293
H 0.84 2.37 -0.10 0.238
H -1.08 -1.48 1.58 0.209
H 0.31 1.57 -2.41 0.353
H -2.42 -1.34 -0.29 0.403
H -1.02 -0.98 -1.36 0.409

---

# 12
9
Properties=species:S:1:pos:R:3:nbo_charge:R:1 method="wB97M-V/def2-TZVPD" max_force_ha_per_bohr=0.1092 charge=0 smiles=P[C@@H]1CS1 mol_weight_da=92.1 e_homo_ev=-8.6561
P -1.63 0.49 0.27 0.347
C -0.09 -0.04 -0.49 -0.610
C 1.17 -0.77 0.53 -0.538
S 1.49 0.85 0.04 0.200
H -2.12 0.76 -1.00 -0.024
H -1.28 1.81 0.33 -0.020
H -0.06 -0.56 -1.42 0.228
H 1.01 -0.87 1.59 0.210
H 1.50 -1.67 0.15 0.207

---

# 13
23
Properties=species:S:1:pos:R:3:nbo_charge:R:1 method="wB97M-V/def2-TZVPD" max_force_ha_per_bohr=0.0703 charge=0 smiles="C[S@@](=O)(O)=NO.C=C(C)C" mol_weight_da=167.2 e_homo_ev=-8.7656
C 3.31 -1.26 0.25 -0.873
S 1.78 -0.32 0.31 2.177
O 0.69 -1.16 -0.11 -0.938
O 1.60 -0.08 1.97 -0.937
N 1.83 0.87 -0.61 -0.640
O 2.80 1.83 -0.28 -0.592
H 3.16 -2.10 -0.46 0.275
H 4.03 -0.54 -0.14 0.258
H 3.46 -1.55 1.34 0.262
H 0.68 -0.18 2.37 0.529
H 2.34 2.71 -0.60 0.485
C -1.99 1.67 0.14 -0.437
C -2.10 0.39 -0.20 0.029
C -2.27 -0.83 0.64 -0.636
C -2.11 0.04 -1.61 -0.647
H -2.07 2.32 -0.67 0.186
H -1.91 2.15 1.17 0.195
H -3.29 -0.90 1.05 0.225
H -2.18 -1.74 -0.07 0.214
H -1.51 -0.95 1.42 0.206
H -2.55 0.83 -2.26 0.214
H -2.56 -0.97 -1.88 0.202
H -1.13 -0.24 -1.76 0.244